The following is a quantum chemistry calculation of 2 unconnected molecules or ions with the total composition C4H12N3O, from the Open Molecules 2025 dataset.

Results
Total charge   -1
E_LUMO   4.12 eV
ΔE to the lowest compared entry with this formula, charge and spin   41.4 kcal per mole
E   -399.0912 a.u.

Each line ends with the Löwdin charge.
Positions of all 20 atoms, in Å:
1 C -2.086 -1.001 -0.610  -0.14
2 N -0.926 -1.564 -1.299  -0.08
3 C 0.211 -1.929 -0.598  -0.39
4 N 1.357 -1.785 -1.149  0.03
5 H -2.925 -0.961 -1.309  0.06
6 H -2.321 -1.637 0.243  0.07
7 H -1.858 -0.015 -0.202  0.05
8 H -0.642 -1.022 -2.105  0.10
9 H 0.027 -2.446 0.340  0.11
10 H 2.047 -2.295 -0.605  0.01
11 C 0.721 2.068 -0.318  -0.19
12 N 1.395 1.716 0.925  -0.14
13 C 0.468 0.956 1.815  -0.54
14 O -0.059 -0.153 1.269  -0.33
15 H -0.096 2.757 -0.101  0.06
16 H 0.341 1.185 -0.849  0.05
17 H 1.423 2.584 -0.984  0.05
18 H 2.153 1.082 0.695  0.07
19 H -0.295 1.718 2.113  0.07
20 H 1.065 0.742 2.731  0.07

=====

The following is a quantum chemistry calculation of a gas-phase ion, C4H12N3O (charge +1) at a distorted geometry, from the Open Molecules 2025 dataset.

Results
Total charge   +1
E_LUMO   -3.58 eV
ΔE to the lowest compared entry with this formula, charge and spin   43.6 kcal per mole
E   -398.8478 a.u.
SMILES   NCCNC(=O)C[NH3+]

Each line ends with the Löwdin charge.
Positions of all 20 atoms, in Å:
1 N -1.339 2.534 -1.201  0.19
2 C -0.537 1.650 -0.337  -0.10
3 C 0.313 0.687 -1.082  -0.49
4 N 0.806 -0.432 -0.581  0.10
5 C 1.025 -0.576 0.901  -0.13
6 C 0.094 -1.720 1.373  -0.27
7 N 0.365 -2.899 0.589  -0.01
8 O 0.294 0.972 -2.300  0.03
9 H -1.723 1.902 -1.926  0.19
10 H -0.755 3.189 -1.754  0.19
11 H -1.859 3.240 -0.683  0.18
12 H -1.169 0.968 0.253  0.15
13 H 0.094 2.304 0.352  0.17
14 H 1.086 -1.217 -1.145  0.16
15 H 0.738 0.263 1.559  0.12
16 H 2.125 -0.661 0.860  0.13
17 H 0.255 -1.888 2.476  0.13
18 H -0.946 -1.460 1.236  0.11
19 H 1.344 -3.143 0.669  0.08
20 H -0.213 -3.713 0.742  0.08

=====

The following is a quantum chemistry calculation of a gas-phase ion, C4H12N3O (charge +1) at a distorted geometry, from the Open Molecules 2025 dataset.

Results
Total charge   +1
E_LUMO   -3.15 eV
ΔE to the lowest compared entry with this formula, charge and spin   47.8 kcal per mole
E   -398.8411 a.u.
SMILES   CN[C@@H](O)/[NH+]=C(/C)N

Each line ends with the Löwdin charge.
Positions of all 20 atoms, in Å:
1 C 0.887 -1.134 -0.028  -0.39
2 C 2.065 -1.795 0.440  0.00
3 C -0.552 2.370 -0.474  -0.04
4 C -1.251 0.489 0.758  -0.41
5 N 0.457 -1.097 -1.320  0.21
6 N -1.292 1.110 -0.476  -0.08
7 N 0.232 -0.332 0.787  0.16
8 O -2.230 -0.364 0.889  0.08
9 H 3.022 -1.222 0.420  0.12
10 H 1.969 -2.078 1.569  0.14
11 H 2.117 -2.718 -0.207  0.12
12 H -0.560 2.810 -1.448  0.09
13 H -1.003 3.067 0.282  0.11
14 H 0.380 1.923 0.001  0.10
15 H -1.059 0.981 1.743  0.18
16 H 0.898 -1.579 -2.130  0.16
17 H -0.282 -0.495 -1.540  0.07
18 H -2.160 1.176 -0.871  0.10
19 H 0.738 -0.209 1.576  0.08
20 H -2.376 -0.903 0.031  0.18

=====

The following is a quantum chemistry calculation of a molecular structure, C4H12N4 at a distorted geometry, from the Open Molecules 2025 dataset.

Results
E_LUMO   1.01 eV
ΔE to the lowest compared entry with this formula, charge and spin   83.4 kcal per mole
E   -378.5053 a.u.

Each line ends with the Löwdin charge.
Positions of all 20 atoms, in Å:
1 C 0.275 1.283 0.782  -0.57
2 C 0.276 -2.243 -0.034  -0.10
3 N 0.442 -0.816 -0.224  -0.21
4 N 0.131 -0.127 0.977  -0.04
5 N 1.627 1.711 0.717  0.06
6 N -0.460 2.014 1.749  0.08
7 C -0.267 -0.186 -1.380  -0.26
8 C -1.324 -0.770 -1.999  0.02
9 H -0.825 -0.335 1.283  0.12
10 H -0.162 1.238 -0.513  0.16
11 H -1.453 2.036 1.562  0.08
12 H 2.052 1.661 1.641  0.08
13 H 2.144 1.099 0.096  0.07
14 H -0.099 2.954 1.844  0.08
15 H 0.406 0.396 -1.996  0.10
16 H 0.533 -2.742 -0.965  0.09
17 H 0.952 -2.562 0.757  0.08
18 H -0.746 -2.519 0.255  0.07
19 H -1.992 -1.465 -1.500  0.05
20 H -1.511 -0.627 -3.051  0.05